[1]
{
  "formula": "C31H29Cl2F4N10OSr",
  "method": "the ωB97M-V functional and the def2-TZVPD basis",
  "symbols": ["O", "C", "N", "C", "H", "H", "N", "N", "H", "N", "H", "C", "N", "H", "C", "H", "F", "H", "C", "H", "C", "N", "H", "C", "C", "C", "C", "H", "H", "C", "H", "F", "C", "C", "H", "C", "H", "H", "C", "H", "Cl", "C", "C", "C", "H", "H", "C", "Cl", "C", "C", "N", "H", "H", "H", "H", "C", "Sr", "C", "N", "F", "C", "F", "C", "C", "C", "H", "H", "C", "H", "H", "H", "C", "H", "N", "C", "N", "H", "C"],
  "xyz": [[3.971, -2.662, 0.330], [2.678, -5.085, 4.282], [0.782, -1.145, -2.700], [-0.399, 4.131, -2.454], [1.811, -3.813, 0.747], [7.184, 0.408, -3.370], [-1.457, -1.501, 1.475], [-2.902, 2.275, -0.542], [-5.673, 0.072, 2.192], [5.625, -3.291, 1.630], [-0.728, -1.811, -1.425], [-2.398, 4.237, -3.671], [0.013, 0.189, -1.064], [-0.566, 5.162, -4.340], [-2.275, -2.293, 0.725], [-4.807, 1.329, -0.747], [0.911, 4.392, -2.273], [-4.863, 3.071, -0.774], [6.316, -0.820, -1.848], [0.189, -2.166, 2.699], [-4.649, -0.010, 1.808], [-1.997, -3.570, 0.794], [-2.157, 7.039, 0.594], [-1.060, 4.585, -3.574], [6.266, 0.020, -2.949], [-2.375, 6.003, 0.368], [3.336, -4.020, 2.234], [2.348, -0.266, -4.529], [-4.706, -0.289, 0.757], [-2.406, 3.013, -1.550], [-4.217, 3.275, 1.522], [-0.345, 3.034, -0.360], [3.658, -4.495, 3.506], [-0.053, -1.017, -1.701], [-4.137, -0.799, 2.359], [2.044, -4.161, 1.747], [-0.343, -5.488, 1.073], [0.610, -5.653, 4.421], [-1.056, 3.405, -1.490], [-3.081, -1.920, 0.114], [-1.820, 5.039, 1.765], [-3.049, 3.477, -2.722], [-0.337, -4.899, 1.989], [-4.344, 2.227, -0.321], [5.023, 1.047, -4.360], [-3.404, 2.592, 3.506], [1.376, -5.198, 3.804], [-4.103, 5.837, 0.081], [-0.630, -2.379, 2.032], [1.056, -4.744, 2.534], [1.410, 0.048, -2.727], [-1.841, 5.654, -0.506], [2.998, -1.375, -1.469], [1.320, 1.825, -1.569], [2.924, -5.452, 5.269], [4.357, -3.356, 1.428], [-1.428, 1.138, 0.969], [0.954, 0.828, -1.750], [-0.942, -3.610, 1.630], [-3.088, 4.623, -4.748], [5.149, -2.167, -0.134], [-4.326, 3.125, -2.966], [5.128, -1.310, -1.317], [3.907, -0.966, -1.888], [-3.914, 1.637, 3.374], [-0.986, -5.394, 2.710], [-4.932, 1.744, 3.769], [5.047, 0.378, -3.508], [-5.686, 2.297, 1.377], [-3.408, 0.869, 3.963], [7.258, -1.095, -1.394], [2.542, 0.285, -3.610], [4.671, -4.390, 3.870], [6.145, -2.510, 0.605], [-4.606, 2.319, 1.172], [-3.927, 1.258, 1.955], [2.553, 1.348, -3.852], [3.859, -0.115, -2.980]],
  "forces_ev_per_angstrom": [[-0.0225, -0.0522, -0.0590], [-0.0012, -0.0027, 0.0085], [-0.0114, 0.0527, -0.0735], [0.0823, -0.0066, 0.0578], [-0.0046, -0.0077, 0.0113], [-0.0080, 0.0019, 0.0014], [-0.0083, 0.0223, -0.0296], [-0.1942, -0.0693, 0.0594], [-0.0068, -0.0042, -0.0090], [0.0189, 0.0128, -0.0716], [0.0059, 0.0308, 0.0143], [-0.0322, -0.0039, -0.0319], [0.0557, -0.0459, -0.0657], [-0.0073, -0.0075, 0.0081], [-0.0519, -0.0002, -0.0018], [0.0192, -0.0257, -0.0014], [-0.0187, 0.0053, 0.0000], [-0.0081, 0.0045, 0.0084], [-0.0240, 0.0091, -0.0163], [-0.0178, -0.0019, 0.0045], [0.0214, 0.0298, 0.0257], [0.0643, -0.0021, -0.0102], [0.0046, 0.0145, 0.0048], [0.0502, 0.0285, -0.0414], [0.0074, -0.0067, 0.0068], [0.0104, -0.0207, 0.0481], [0.0123, 0.0046, 0.0385], [-0.0090, -0.0453, 0.0085], [-0.0049, -0.0075, -0.0046], [-0.0702, 0.0413, -0.0770], [-0.0117, 0.0199, -0.0077], [0.0883, -0.0114, 0.0052], [-0.0144, 0.0046, -0.0247], [-0.0218, -0.0351, 0.0913], [-0.0055, -0.0018, 0.0004], [-0.0210, 0.0171, -0.0187], [-0.0052, -0.0235, 0.0000], [0.0178, 0.0023, 0.0039], [0.1003, -0.0122, -0.0658], [0.0024, -0.0062, 0.0180], [-0.0151, -0.0046, 0.0368], [-0.0205, -0.0345, 0.0151], [-0.0162, -0.0267, -0.0368], [0.0285, 0.0768, -0.0273], [0.0001, -0.0052, 0.0090], [0.0228, -0.0096, -0.0208], [0.0077, -0.0254, 0.0388], [0.0026, -0.0087, 0.0040], [-0.0023, -0.0126, -0.0167], [0.0125, 0.0566, -0.0808], [0.0674, 0.0193, 0.0251], [0.0020, -0.0120, -0.0317], [-0.0093, 0.0117, -0.0056], [0.0020, 0.0038, -0.0158], [-0.0101, -0.0007, -0.0034], [0.0313, 0.0262, 0.0783], [-0.0284, 0.1261, -0.0237], [-0.0188, -0.0762, 0.0199], [0.0408, 0.0150, 0.0795], [-0.0064, -0.0079, 0.0123], [0.0341, 0.0612, 0.0285], [-0.0013, 0.0071, -0.0094], [-0.0129, -0.0103, 0.0220], [-0.0244, 0.0058, -0.0083], [-0.0330, -0.0696, -0.0306], [-0.0209, 0.0148, 0.0059], [0.0010, 0.0118, 0.0091], [0.0362, 0.0003, -0.0099], [0.0094, -0.0104, 0.0255], [0.0036, 0.0083, -0.0050], [-0.0061, 0.0028, -0.0026], [0.0399, 0.0724, 0.0516], [-0.0035, 0.0060, -0.0096], [-0.0240, -0.0446, 0.0191], [0.0248, -0.0724, 0.0522], [-0.0555, 0.0414, 0.0205], [-0.0274, -0.0023, -0.0250], [-0.0113, -0.0353, -0.0054]],
  "lowdin_charge": [0.1215, -0.0438, 0.1355, -0.2476, 0.1310, 0.1138, -0.0281, -0.1632, 0.1024, 0.1331, 0.1003, -0.2154, -0.0087, 0.1365, -0.2414, 0.1108, 0.0818, 0.0954, -0.0047, 0.1445, -0.0972, 0.1372, 0.0318, 0.0604, -0.0474, -0.9479, -0.1274, 0.1412, 0.0765, -0.2466, 0.0694, -0.0917, -0.0002, -0.2011, 0.0777, 0.0174, 0.1385, 0.1187, -0.2045, 0.1144, 0.5316, -0.1484, -0.0566, -0.2520, 0.1209, 0.0799, -0.0226, 0.5960, -0.1246, -0.2230, -0.1225, 0.0083, 0.1107, 0.1375, 0.1148, -0.2957, 1.4643, -0.1283, -0.0999, 0.1091, -0.2837, 0.0874, -0.1302, 0.0308, -0.0927, 0.1324, 0.1014, -0.0273, 0.1345, 0.0889, 0.1220, -0.0572, 0.1230, 0.1331, -0.2181, -0.3675, 0.1362, -0.1855],
  "e_above_lowest_ev": 0.000,
  "total_charge": 1,
  "spin_multiplicity": 1,
  "e_tot_ev": -86313.097,
  "e_homo_ev": -9.76,
  "orbital_gap_ev": 6.8
}



[2]
{
  "formula": "C31H29Cl2N9RuS",
  "method": "the ωB97M-V functional and the def2-TZVPD basis",
  "symbols": ["H", "C", "H", "N", "N", "C", "C", "H", "C", "C", "H", "Cl", "C", "N", "H", "H", "C", "C", "H", "C", "C", "C", "C", "H", "C", "H", "H", "C", "H", "C", "C", "H", "C", "C", "H", "H", "C", "H", "H", "S", "C", "N", "C", "N", "H", "H", "C", "H", "C", "H", "H", "H", "H", "H", "C", "C", "C", "H", "C", "H", "Cl", "Ru", "N", "C", "N", "N", "H", "C", "H", "H", "N", "C", "C"],
  "xyz": [[-1.143, -3.693, -2.023], [3.739, -1.707, -0.111], [1.917, 1.643, 3.316], [1.426, -0.875, 0.174], [2.829, -1.129, 2.058], [-1.185, -3.191, -0.066], [-2.537, 2.837, 1.462], [3.341, -6.183, 2.072], [-0.233, -1.212, -2.187], [3.904, 2.542, -2.723], [0.171, 0.617, 1.537], [-1.294, 2.635, 2.689], [1.744, -0.607, 1.405], [0.897, 1.270, -1.534], [1.425, -3.034, -3.345], [-5.345, 4.666, 0.954], [-1.536, -1.521, -4.247], [1.616, -3.613, 3.424], [-2.620, -1.973, -6.006], [1.717, 2.037, -1.792], [2.311, -1.725, -0.625], [2.599, 4.322, -1.700], [2.717, 2.971, -2.092], [1.932, -2.755, -0.634], [0.530, -2.807, -3.914], [-3.513, 4.308, 2.628], [3.317, -4.743, 4.105], [-4.517, 3.191, -0.401], [4.162, -0.708, -0.255], [-0.381, -1.790, -3.407], [2.594, -5.408, 2.186], [3.397, -3.078, 1.517], [-2.416, 2.014, 0.277], [0.666, -3.407, 2.434], [2.244, 0.043, 5.183], [-5.286, 3.309, -1.156], [-4.557, 3.947, 0.775], [-2.227, -0.749, -3.930], [-0.104, -4.829, -0.458], [-1.569, -1.781, 0.777], [-3.515, 2.286, -0.640], [-1.481, 1.154, 0.093], [-3.537, 3.747, 1.701], [-1.777, -3.437, -1.268], [3.600, -1.670, 3.897], [1.596, -2.974, 4.299], [3.722, -2.039, 1.365], [-1.039, -3.736, -6.796], [3.162, -0.786, 3.425], [4.360, -2.421, -0.654], [4.718, -1.936, 1.804], [1.684, -5.839, 0.300], [3.928, 0.004, 3.444], [0.994, -4.212, -5.435], [1.943, -0.319, 4.198], [1.659, -5.217, 1.189], [0.674, -4.219, 1.295], [2.272, -1.370, -1.650], [-1.742, -2.213, -5.413], [1.247, -1.150, 4.329], [-3.555, 1.389, -2.139], [-0.344, -0.149, -0.720], [0.928, 0.226, 2.107], [2.582, -4.604, 3.322], [-0.227, -4.120, 0.249], [4.884, 2.202, -3.238], [0.335, 1.100, 3.873], [0.278, -3.469, -5.093], [-2.326, -2.641, -1.569], [-0.068, -2.619, 2.523], [2.543, 5.434, -1.388], [-0.857, -3.206, -5.870], [1.256, 0.769, 3.396]],
  "forces_ev_per_angstrom": [[-0.0237, 0.0277, 0.0068], [-0.0007, 0.1398, 0.0601], [-0.0206, 0.0179, -0.0039], [0.3458, -0.5783, -0.3859], [0.0332, 0.1254, -0.1508], [-0.3751, 0.1771, 0.3398], [-0.0336, 0.1071, 0.0570], [0.0063, 0.0005, -0.0074], [-0.9017, 0.5798, -0.1504], [0.0042, -0.0001, -0.0111], [-0.0877, 0.2824, 0.4419], [-0.1237, 0.1016, -0.0692], [-0.2133, 0.3927, 0.4628], [-0.3712, 0.1537, 0.0591], [0.0301, 0.0104, -0.0166], [0.0012, -0.0064, -0.0044], [0.0330, 0.0067, -0.0705], [-0.0514, -0.2450, 0.0740], [-0.0085, 0.0096, 0.0100], [-0.0810, 0.0334, 0.0384], [0.1249, 0.0057, 0.0778], [-0.0085, 0.0142, 0.0034], [0.1386, -0.0465, -0.0390], [-0.0511, 0.0443, 0.0159], [-0.0609, 0.0259, 0.0566], [-0.0019, -0.0044, -0.0013], [0.0088, -0.0067, 0.0100], [0.0259, 0.0177, 0.0598], [0.0230, -0.0149, -0.0369], [0.2314, -0.2692, -0.0803], [-0.0453, -0.0803, 0.0377], [0.0923, 0.2029, -0.0469], [-0.0528, 0.0147, 0.1257], [-0.0128, -0.0739, 0.1093], [0.0134, 0.0263, -0.0024], [0.0000, 0.0047, -0.0013], [-0.0574, 0.0122, -0.0587], [0.0073, -0.0135, 0.0044], [-0.0353, -0.0007, 0.0112], [-0.1019, 0.0516, -0.2891], [0.0743, -0.0410, 0.0272], [-0.0824, -0.0922, -0.5037], [0.0595, -0.0355, 0.0180], [0.0337, 0.0366, -0.1714], [-0.0146, -0.0206, -0.0335], [0.0106, -0.2101, -0.0589], [0.0216, -0.1206, -0.0589], [0.0061, 0.0161, 0.0087], [-0.0015, 0.0717, 0.0610], [-0.0401, -0.0199, -0.0345], [-0.0004, 0.0398, 0.0165], [-0.0047, 0.0014, -0.0058], [0.0220, -0.0154, 0.0073], [0.0056, -0.0071, 0.0236], [-0.0030, 0.0392, 0.0046], [-0.0149, -0.0024, -0.0059], [0.0891, 0.0088, 0.0521], [0.0136, 0.0912, -0.0375], [0.0644, 0.0485, 0.1003], [0.0016, 0.2087, 0.0309], [-0.0113, -0.0358, -0.0455], [1.0962, -0.5022, 0.4768], [0.0155, -0.3026, -0.5580], [-0.0680, -0.0387, 0.0707], [0.1988, -0.1672, -0.0482], [0.0048, -0.0076, 0.0184], [0.0719, -0.1000, -0.0007], [-0.0707, 0.0676, 0.0277], [0.0029, -0.0412, 0.0061], [0.0339, -0.0417, -0.0118], [-0.0026, -0.0027, -0.0134], [0.0073, -0.1012, -0.0978], [0.0811, 0.0302, 0.0999]],
  "lowdin_charge": [0.0793, -0.1465, 0.1223, -0.0555, -0.0376, -0.8342, -0.5968, 0.0954, -0.2237, -0.2854, 0.0419, 0.6562, -0.3774, 0.0722, 0.0750, 0.0644, -0.0940, -0.1114, 0.0835, -0.1451, -0.2173, -0.2776, -0.2999, 0.0998, -0.1173, 0.0806, 0.0919, -0.1861, 0.1213, -0.3724, -0.1251, 0.0928, -0.5146, -0.0431, 0.1135, 0.0809, -0.1742, 0.0690, 0.1350, 0.6721, -0.6197, -0.2117, -0.1903, 0.0701, 0.1104, 0.0848, -0.1537, 0.0560, -0.1706, 0.1141, 0.1219, 0.1067, 0.1241, 0.0799, -0.1645, -0.0491, -0.2542, 0.0925, -0.1601, 0.0907, 0.5951, 0.9720, 0.0696, -0.1297, 0.0625, 0.0783, 0.0582, -0.1763, 0.0690, 0.0365, 0.0847, -0.1858, -0.2232],
  "e_above_lowest_ev": 1.935,
  "total_charge": -2,
  "spin_multiplicity": 1,
  "e_tot_ev": -84488.851,
  "e_homo_ev": [0.04, 0.53],
  "orbital_gap_ev": [3.9, 3.4]
}



[3]
{
  "formula": "C31H29ClIMnN3O",
  "method": "the ωB97M-V functional and the def2-TZVPD basis",
  "symbols": ["H", "C", "C", "H", "H", "C", "N", "H", "H", "C", "C", "C", "C", "H", "H", "N", "H", "C", "H", "H", "C", "H", "C", "C", "H", "H", "O", "C", "C", "H", "C", "H", "C", "I", "H", "H", "H", "H", "H", "H", "H", "C", "H", "Cl", "C", "C", "N", "C", "Mn", "C", "H", "H", "C", "C", "C", "H", "C", "C", "H", "H", "H", "C", "C", "C", "C", "C", "C"],
  "xyz": [[-5.127, 1.648, 0.434], [-0.020, 4.150, 0.909], [1.559, 2.384, 1.409], [-1.974, -2.432, -2.434], [-0.969, 4.451, 0.480], [0.470, -1.135, -2.095], [-2.122, 0.182, 0.709], [2.316, -5.036, 2.247], [1.197, -2.810, -3.171], [-4.484, 0.542, 2.164], [0.732, -2.279, 0.994], [2.856, -1.679, 1.976], [-2.054, -1.387, -2.735], [0.466, 3.281, -2.305], [-5.401, 0.667, 2.724], [-0.377, -1.852, 0.359], [3.110, -1.011, -1.127], [0.929, -3.642, 1.353], [0.525, 6.129, 1.534], [-2.738, 1.338, -2.942], [1.384, -0.034, -1.958], [-1.411, -0.845, 2.346], [0.653, 1.147, -2.163], [-2.262, -0.314, 1.938], [3.342, 3.053, 2.417], [3.398, -0.175, -2.656], [-0.473, 1.965, 0.212], [2.030, 4.679, 2.016], [-0.118, -4.532, 1.059], [3.992, -3.297, 2.761], [0.328, 2.788, 0.823], [0.063, -3.245, -1.894], [-3.144, 0.890, 0.219], [-3.492, -0.987, 4.605], [-2.984, 1.338, -0.745], [2.873, 0.821, 2.021], [-1.484, 2.191, -3.826], [1.712, -2.777, -1.487], [1.853, 2.590, -3.155], [-2.104, -4.717, 0.254], [3.210, 0.745, -1.161], [1.672, -1.281, 1.330], [-0.016, -5.579, 1.318], [3.098, 5.859, 2.731], [-1.751, 1.789, -2.845], [1.238, 2.516, -2.253], [1.267, -0.011, 1.012], [2.137, -4.001, 1.986], [-0.226, 0.091, -0.374], [0.809, 5.086, 1.490], [-2.958, -0.972, -2.287], [-2.252, -2.324, -0.353], [2.397, 3.357, 1.983], [-4.333, 1.078, 0.896], [0.876, -2.570, -2.154], [-2.189, -1.375, -3.820], [-3.412, -0.155, 2.692], [1.958, 1.020, 1.473], [-1.805, 2.632, -2.153], [1.877, 2.747, -1.404], [3.623, -0.968, 2.246], [-1.363, -2.721, 0.120], [3.064, -3.020, 2.273], [-0.834, -0.606, -2.360], [-1.271, -4.060, 0.461], [2.854, -0.127, -1.710], [-0.718, 0.801, -2.406]],
  "forces_ev_per_angstrom": [[0.0001, -0.0025, 0.0078], [-0.0702, 0.0003, -0.0788], [-0.1341, 0.3171, -0.2134], [0.0033, 0.0825, -0.0575], [0.0068, -0.0075, 0.0051], [0.3116, 0.5235, 0.0891], [-0.3345, 0.0164, -0.1606], [-0.0055, -0.0010, -0.0015], [0.0101, -0.0034, -0.0087], [0.0515, -0.0306, -0.0455], [0.0865, -0.0399, 0.1027], [0.0853, 0.0529, 0.0563], [-0.0031, -0.1046, -0.1117], [-0.0097, 0.0073, 0.0456], [0.0042, 0.0140, 0.0004], [-0.1208, 0.3673, -0.0936], [-0.0106, -0.0090, -0.0059], [-0.0262, -0.0704, 0.0063], [-0.0110, -0.0041, -0.0069], [-0.0107, -0.0110, 0.0284], [-0.5667, -0.6401, 0.0206], [-0.0368, -0.0209, -0.0777], [-0.3257, -0.1165, 0.0665], [0.4266, -0.1068, 0.0671], [-0.0023, -0.0111, -0.0006], [0.0143, 0.0011, 0.0028], [-0.0294, -0.1368, -0.1875], [0.0868, -0.0126, 0.0474], [0.1226, -0.0775, 0.0487], [-0.0044, -0.0116, -0.0096], [0.2660, 0.0816, 0.0700], [0.0026, 0.0003, -0.0138], [0.1774, -0.0911, -0.0124], [-0.0004, 0.0627, -0.1291], [-0.0006, 0.0352, -0.1706], [-0.0087, 0.0113, 0.0122], [-0.0153, -0.0018, 0.0091], [0.0108, -0.0057, -0.0034], [-0.0319, 0.0079, -0.0049], [-0.0057, -0.0004, -0.0024], [0.0038, -0.0025, -0.0158], [0.1619, -0.3925, -0.0504], [0.0007, 0.0026, 0.0084], [0.0092, 0.0178, 0.0124], [0.0208, 0.0165, 0.0536], [-0.0497, 0.0306, 0.0327], [0.1524, 0.7661, 0.1395], [-0.0764, -0.0177, -0.0353], [-0.0553, -0.3624, 0.1289], [-0.0630, -0.0309, -0.0334], [-0.0228, -0.0047, 0.0206], [0.0659, -0.0288, 0.1261], [0.0014, -0.0433, 0.0265], [-0.0812, 0.0496, 0.0371], [0.0520, -0.0008, 0.0344], [-0.0161, 0.0277, -0.0009], [-0.0615, -0.0328, 0.1458], [-0.0992, -0.4620, -0.0822], [-0.0413, -0.0046, 0.0263], [0.0539, 0.0085, 0.1087], [-0.0146, 0.0169, -0.0240], [-0.3031, -0.0809, -0.0083], [0.1369, 0.0560, 0.0587], [0.2210, 0.1075, 0.0058], [-0.1420, 0.1125, -0.0924], [-0.0086, 0.0227, 0.0388], [0.2529, 0.1645, 0.0482]],
  "nbo_charge": [0.2300, -0.2742, -0.1459, 0.2265, 0.2133, 0.0077, -0.4159, 0.2094, 0.2284, -0.1824, 0.1284, -0.3175, -0.6324, 0.2283, 0.2344, -0.4581, 0.2311, 0.0216, 0.2225, 0.2153, -0.0538, 0.2209, 0.0212, 0.0190, 0.2163, 0.2241, -0.7316, -0.0897, -0.1994, 0.2111, 0.3578, 0.2287, 0.0752, 0.1814, 0.2142, 0.1805, 0.2301, 0.2319, 0.2257, 0.2209, 0.2296, 0.1457, 0.2127, -0.0278, -0.6400, -0.6383, -0.5144, -0.3101, 0.9039, -0.2107, 0.2147, 0.2024, -0.1952, -0.2389, -0.6403, 0.2274, -0.1733, 0.0324, 0.2302, 0.2384, 0.2111, -0.0008, -0.1685, -0.0797, -0.2636, -0.6354, -0.0665],
  "e_above_lowest_ev": 0.000,
  "total_charge": 0,
  "spin_multiplicity": 2,
  "e_tot_ev": -91079.279,
  "e_homo_ev": [-4.79, -6.96],
  "orbital_gap_ev": [4.7, 6.9]
}